Entry from OMol25: a 12-piece molecular cluster, C41H92O31 overall in a non-equilibrium geometry (ωB97M-V with the def2-TZVPD basis set).

E_HOMO = -9.40 eV
Total energy = -3949.508677 Ha
Net charge = 0
Orbital gap = 0.365 Eh
SMILES = COC(=O)OC.COC(=O)OC.COC(=O)OC.COC(=O)OC.COC(=O)OC.COC(=O)OC.COC(=O)OC.COCCOC.COCCOC.COCCOC.COCCOC.COCCOC
M = 1081.16 g/mol

Geometry (Å):
C1 0.826 6.998 -1.817
O1 -0.637 6.859 -1.585
C2 -1.432 8.019 -1.962
C3 -2.578 8.010 -0.979
O2 -3.469 9.059 -1.317
C4 -4.741 9.154 -0.672
H1 1.394 6.037 -1.932
H2 1.197 7.731 -1.127
H3 0.987 7.562 -2.759
H4 -1.757 7.949 -2.944
H5 -0.827 8.928 -1.816
H6 -2.252 8.101 0.072
H7 -3.124 7.044 -1.052
H8 -5.300 10.077 -0.925
H9 -4.616 9.173 0.410
H10 -5.425 8.300 -0.888
C5 3.320 1.737 -0.454
O3 4.013 1.623 -1.688
C6 4.760 0.383 -1.986
C7 4.336 -0.296 -3.229
O4 2.991 -0.751 -3.117
C8 2.613 -1.693 -4.170
H11 4.032 1.705 0.403
H12 2.634 0.900 -0.256
H13 2.666 2.595 -0.440
H14 4.604 -0.269 -1.190
H15 5.747 0.777 -2.099
H16 4.979 -1.119 -3.449
H17 4.444 0.452 -4.001
H18 2.814 -1.347 -5.164
H19 1.502 -1.790 -4.036
H20 3.138 -2.623 -4.056
C9 -5.005 2.161 1.282
O5 -5.562 0.891 1.436
C10 -5.958 0.408 0.199
C11 -6.648 -0.932 0.267
O6 -8.063 -0.879 0.555
C12 -8.278 -0.238 1.848
H21 -5.816 2.789 0.961
H22 -4.186 2.152 0.533
H23 -4.616 2.472 2.300
H24 -5.031 0.263 -0.402
H25 -6.621 1.105 -0.341
H26 -6.113 -1.603 0.923
H27 -6.573 -1.253 -0.761
H28 -7.355 -0.376 2.434
H29 -9.171 -0.569 2.370
H30 -8.244 0.895 1.673
C13 -0.257 -8.817 1.309
O7 -1.423 -8.000 1.264
C14 -1.278 -7.006 2.322
C15 -2.568 -6.156 2.421
O8 -2.555 -5.104 1.503
C16 -3.584 -4.085 1.695
H31 -0.240 -9.470 2.209
H32 0.676 -8.158 1.375
H33 -0.304 -9.520 0.387
H34 -0.532 -6.206 2.028
H35 -0.967 -7.504 3.237
H36 -2.775 -5.807 3.441
H37 -3.427 -6.873 2.367
H38 -4.609 -4.474 1.765
H39 -3.430 -3.529 0.785
H40 -3.261 -3.419 2.525
C17 4.397 -5.023 -0.437
O9 5.274 -4.661 0.632
C18 6.042 -3.553 0.376
C19 6.043 -2.691 1.632
O10 4.687 -2.281 1.902
C20 4.668 -1.437 3.047
H41 3.650 -5.791 -0.178
H42 5.000 -5.322 -1.241
H43 3.858 -4.099 -0.766
H44 5.701 -2.927 -0.398
H45 7.033 -3.841 0.149
H46 6.683 -1.892 1.498
H47 6.502 -3.226 2.487
H48 5.151 -2.013 3.862
H49 3.664 -1.335 3.349
H50 5.066 -0.521 2.830
C21 -3.043 -0.885 -3.232
O11 -2.361 0.409 -2.900
C22 -2.548 1.394 -3.818
O12 -2.991 1.362 -4.890
O13 -2.097 2.484 -3.240
C23 -2.165 3.642 -4.016
H51 -2.871 -1.603 -2.411
H52 -2.552 -1.265 -4.079
H53 -4.090 -0.765 -3.415
H54 -3.101 3.710 -4.532
H55 -1.403 3.657 -4.780
H56 -2.102 4.468 -3.321
C24 1.106 2.303 -3.346
O14 2.086 3.445 -3.161
C25 3.196 3.233 -3.840
O15 3.291 2.468 -4.733
O16 4.242 3.880 -3.414
C26 4.328 4.749 -2.254
H57 1.712 1.371 -3.096
H58 0.723 2.267 -4.363
H59 0.444 2.529 -2.565
H60 5.225 5.315 -2.502
H61 4.533 4.088 -1.420
H62 3.502 5.421 -2.152
C27 -0.641 3.359 5.294
O17 -1.412 3.238 4.126
C28 -1.408 4.366 3.370
O18 -0.851 5.427 3.640
O19 -2.013 4.090 2.214
C29 -1.997 5.151 1.286
H63 -1.029 2.695 6.029
H64 -0.778 4.336 5.667
H65 0.394 3.121 5.005
H66 -2.537 6.092 1.625
H67 -2.588 4.701 0.472
H68 -0.968 5.290 0.971
C30 -1.085 -5.001 -1.052
O20 -0.998 -5.576 -2.427
C31 -0.699 -4.699 -3.384
O21 -0.597 -3.496 -3.217
O22 -0.635 -5.275 -4.544
C32 -0.410 -6.717 -4.722
H69 -0.095 -4.719 -0.758
H70 -1.429 -5.771 -0.424
H71 -1.663 -4.071 -1.084
H72 -1.366 -7.220 -4.621
H73 0.301 -7.098 -4.000
H74 0.056 -6.759 -5.701
C33 1.857 -4.400 1.908
O23 2.089 -4.462 3.335
C34 2.462 -5.604 3.912
O24 2.507 -6.652 3.309
O25 2.738 -5.454 5.199
C35 3.044 -6.673 5.949
H75 2.593 -3.731 1.526
H76 0.880 -3.979 1.684
H77 2.025 -5.374 1.463
H78 2.476 -7.532 5.577
H79 2.815 -6.401 6.975
H80 4.130 -6.875 5.858
C36 2.454 5.955 1.782
O26 1.746 4.756 1.519
C37 1.844 3.762 2.364
O27 2.366 3.790 3.485
O28 1.131 2.760 1.968
C38 0.973 1.563 2.748
H81 2.497 6.372 0.790
H82 3.537 5.837 2.088
H83 1.949 6.492 2.553
H84 0.530 0.845 2.023
H85 0.211 1.771 3.484
H86 1.941 1.292 3.211
C39 0.924 -1.658 -0.543
O29 -0.375 -1.875 0.066
C40 -1.228 -0.870 0.264
O30 -2.335 -1.019 0.778
O31 -0.750 0.254 -0.247
C41 -1.334 1.492 0.083
H87 1.489 -0.991 0.105
H88 0.782 -1.200 -1.496
H89 1.377 -2.641 -0.687
H90 -2.048 1.385 0.888
H91 -1.867 1.856 -0.827
H92 -0.527 2.240 0.193

Results of the Mulliken charge analysis, in e, for atoms 1 through 8: -0.57 -0.05 -0.72 -0.05 -0.40 -0.73 -0.28 0.43